No. 1
{"formula": "C26H38BiGeN4OP", "method": "ωB97M-V/def2-TZVPD", "charge": 4, "homo_ev": -19.589, "e_tot_ha": -3939.31555, "multiplicity": 1, "fmax_ha_per_bohr": 0.0305, "species": ["H", "C", "H", "H", "C", "C", "H", "H", "H", "H", "H", "C", "C", "Bi", "H", "H", "H", "C", "H", "N", "C", "N", "C", "H", "H", "H", "H", "C", "C", "C", "H", "C", "C", "H", "H", "H", "C", "C", "H", "C", "P", "H", "N", "H", "C", "H", "C", "H", "H", "H", "Ge", "H", "H", "H", "C", "H", "H", "H", "C", "H", "N", "O", "C", "H", "C", "C", "H", "H", "C", "C", "C", "H"], "positions_angstrom": [[-0.3869, 3.4443, 2.1037], [1.6772, -3.7962, 2.0443], [-1.3515, 0.5970, 2.7064], [1.9957, -3.0301, -1.7147], [0.5983, 5.2561, -0.7336], [-2.0549, -5.6049, -0.9676], [2.2495, -4.7213, 1.9424], [-1.9822, -4.2149, 0.6610], [2.4693, -4.5072, -0.8560], [-1.7063, -2.5371, -3.3316], [-2.1368, -1.6218, 1.0680], [3.8248, -2.3969, 0.6859], [1.7890, -3.6525, -0.8428], [0.6924, 0.8125, -0.0605], [3.4821, 0.2776, 0.1942], [4.1189, -1.8640, -0.2219], [-2.0984, -6.7565, -2.7761], [-5.0904, 1.1187, -0.7406], [-2.0511, 2.9583, 2.3908], [-1.1893, 2.2624, 0.5623], [0.2922, 3.9475, -0.4379], [1.2733, 3.0360, -0.2481], [1.8693, 1.6829, 2.6837], [-2.0693, 1.7724, 0.3928], [4.4162, 2.6917, 0.5113], [-5.8028, 2.2615, -2.4081], [-0.5137, 1.6590, 3.8369], [-1.7866, -3.3914, -2.6718], [3.5911, 2.3034, -0.0876], [-1.0915, 2.6183, 1.9987], [-1.7808, 4.2387, 0.0208], [-1.8737, -4.6637, -3.2008], [-1.9424, -4.3424, -0.4148], [-4.1595, -0.1076, 0.7499], [1.9614, 1.6397, 3.7701], [-3.9429, 1.6174, -3.9033], [2.5672, 3.3931, -0.3097], [-0.6221, 1.4057, 2.7816], [4.0136, 2.0229, -1.0551], [-2.9710, 0.4060, -2.4298], [2.0617, -2.7354, 0.6658], [1.7479, 2.7261, 2.3936], [3.0038, 1.1002, 0.5525], [3.9985, 1.5785, 2.3862], [-1.8403, -3.2330, -1.2753], [0.8100, -0.0645, 2.5055], [-4.0877, 0.2880, -0.2589], [2.1981, 6.6498, -1.0832], [-1.4841, 3.1496, -1.3265], [3.1719, 0.0240, 2.3469], [-2.0405, -1.5599, -0.4672], [3.9787, 4.9664, -0.6562], [4.3474, -3.3570, 0.6687], [-1.8395, -4.8067, -4.2726], [3.0986, 1.0675, 2.0432], [-2.1806, -6.4662, -0.3247], [-5.9273, 1.3773, -0.1049], [4.1551, -1.8682, 1.5802], [-2.0111, -5.7641, -2.3521], [0.6153, -4.0436, 2.0434], [0.6749, 0.9120, 2.2358], [1.2114, -1.4310, 0.7127], [-1.1270, 3.4404, -0.3343], [-2.1725, 0.1109, -3.1002], [1.9358, 5.6285, -0.8351], [-5.0236, 1.6048, -2.0426], [0.7650, -4.0237, -0.8918], [1.9425, -3.3294, 2.9936], [2.9330, 4.6903, -0.6052], [-3.9691, 1.2500, -2.8855], [-3.0326, -0.0759, -1.1131], [-0.1912, 5.9800, -0.8913]], "atomic_forces_ev_per_a": [[-0.02, 0.02, -0.02], [0.03, -0.02, 0.01], [0.04, -0.04, 0.00], [0.01, -0.01, 0.00], [-0.01, 0.06, -0.04], [0.02, -0.04, 0.06], [-0.02, 0.00, 0.04], [0.00, -0.01, 0.01], [-0.02, 0.00, -0.04], [-0.01, 0.00, -0.01], [0.24, 0.07, -0.02], [-0.04, -0.04, 0.01], [-0.05, -0.03, 0.05], [0.31, 0.09, 0.29], [0.07, 0.03, 0.02], [0.03, 0.00, 0.02], [0.02, 0.00, 0.00], [-0.01, 0.03, 0.02], [-0.02, 0.02, -0.04], [0.01, 0.07, 0.02], [0.05, -0.10, 0.01], [-0.06, 0.09, 0.05], [0.11, -0.02, -0.05], [-0.01, 0.03, -0.05], [0.01, -0.02, 0.02], [-0.02, -0.03, -0.01], [0.05, -0.05, 0.02], [-0.09, -0.19, 0.04], [0.00, 0.12, -0.07], [0.05, -0.08, 0.02], [-0.02, 0.00, 0.00], [0.08, 0.04, -0.05], [0.00, -0.04, -0.11], [0.00, 0.02, 0.01], [-0.07, -0.02, 0.01], [-0.02, 0.01, 0.01], [-0.08, -0.09, 0.00], [-0.07, 0.14, -0.03], [-0.01, -0.08, 0.01], [-0.12, 0.09, 0.04], [-0.10, -0.03, -0.15], [-0.03, 0.01, 0.05], [-0.05, -0.01, -0.04], [0.03, 0.01, -0.05], [0.35, 0.44, -0.08], [-0.05, -0.03, -0.07], [0.05, 0.11, 0.00], [0.00, 0.00, 0.03], [-0.04, -0.06, 0.03], [0.05, -0.01, -0.02], [-1.27, -0.88, 0.24], [0.00, 0.00, 0.01], [0.03, 0.03, 0.00], [-0.03, -0.02, 0.01], [-0.11, 0.04, 0.04], [0.00, -0.01, -0.02], [0.00, 0.00, -0.01], [-0.03, 0.00, 0.01], [-0.05, 0.06, 0.04], [0.00, 0.01, 0.00], [0.00, 0.12, 0.04], [0.18, 0.11, -0.05], [0.04, 0.05, -0.06], [-0.02, -0.03, -0.01], [0.02, 0.01, -0.02], [0.04, -0.01, 0.02], [0.01, 0.02, 0.00], [-0.01, 0.01, -0.01], [0.02, 0.04, 0.02], [0.03, 0.04, -0.01], [0.56, -0.01, -0.21], [0.00, 0.00, 0.03]], "mulliken_charge": [0.4086, -1.1423, 0.4017, 0.3475, -1.0805, -0.7007, 0.4500, 0.4192, 0.4943, 0.3250, 0.0785, -1.3703, -0.9245, 1.7765, 0.2013, 0.4175, 0.4605, -0.6983, 0.4860, 0.0672, 0.7726, 0.3198, -0.8915, -0.0856, 0.5285, 0.4919, 0.4256, -0.3953, -1.2298, -0.5989, 0.5290, -0.7222, -0.3393, 0.5083, 0.6353, 0.4805, 0.7651, -0.8597, 0.4737, -0.3961, 0.8815, 0.3677, -0.3872, 0.4920, 0.8545, 0.3275, -0.7407, 0.4878, 0.3600, 0.1685, 0.0136, 0.5569, 0.4580, 0.4730, -0.4452, 0.4592, 0.4819, 0.3669, -0.4916, 0.2927, -0.0522, -0.7554, -0.9871, 0.4115, -0.4611, -0.5760, 0.1237, 0.3823, -0.9885, -0.7276, 1.2684, 0.5560]}

=====

No. 2
{"formula": "C3H7N", "method": "ωB97M-V/def2-TZVPD", "homo_ev": -9.406, "e_tot_ha": -173.22339, "multiplicity": 1, "fmax_ha_per_bohr": 0.0143, "smiles": "NC1CC1", "species": ["C", "H", "H", "N", "C", "H", "H", "H", "H", "C", "H"], "positions_angstrom": [[0.8657, 0.7689, -0.1768], [1.5366, 1.3158, 0.4696], [-2.0498, -0.8349, -0.0239], [-1.5240, -0.0030, -0.2786], [-0.2670, 0.0042, 0.4268], [-0.2622, -0.0071, 1.5221], [1.5735, -1.2572, 0.4919], [0.7006, -1.2549, -1.1068], [0.6350, 1.2189, -1.1460], [0.8907, -0.7488, -0.1770], [-2.0991, 0.7981, -0.0011]], "atomic_forces_ev_per_a": [[-0.21, -0.20, -0.67], [0.02, -0.02, -0.04], [0.03, 0.09, -0.12], [-0.27, 0.11, 0.34], [0.38, -0.11, 0.44], [-0.24, 0.03, -0.23], [-0.07, 0.05, -0.01], [0.00, 0.01, -0.21], [0.20, -0.02, 0.40], [-0.16, 0.38, 0.27], [0.32, -0.31, -0.16]], "mulliken_charge": [-0.5992, 0.2320, 0.2286, -0.6576, 0.1388, 0.2907, 0.2189, 0.2741, 0.2641, -0.6160, 0.2257]}